Here is a cluster of 6 separate species, C28H46F3IN7O2 in total in a non-equilibrium geometry from the Open Molecules 2025 dataset. Energies are from ωB97M-V/def2-TZVPD.

Output
Energy above the lowest of the compared OMol25 structures with the same formula, charge and spin in kJ/mol: 979.08
Charge: -1
Orbital gap in eV: 6.27
Electronic energy in Ha: -2225.130601
Max |F| in eV/A: 10.247

Last column: Mulliken charge in e.
Atoms and positions in Å:
C 1.61 -0.50 0.52  -0.558
C 1.49 0.91 1.42  0.710
C 2.56 2.10 1.00  -1.178
N 0.54 1.05 2.43  -0.912
N -0.60 1.59 1.88  0.859
C -1.83 0.79 2.00  -0.567
C -2.31 0.32 0.49  -0.767
C -3.72 0.96 -0.03  0.943
F -4.33 1.99 0.84  -0.213
F -3.55 1.41 -1.46  -0.287
F -4.73 -0.16 -0.11  -0.327
C -0.69 3.07 1.93  -0.498
I -1.87 3.95 3.57  -0.091
C -0.99 3.78 0.44  0.326
O -2.18 3.79 -0.16  -0.556
O 0.11 4.50 -0.28  -0.736
H 0.53 -0.96 0.48  0.034
H 1.96 -0.17 -0.56  0.201
H 2.40 -1.17 1.06  0.212
H 2.80 2.85 1.88  0.338
H 3.61 1.69 0.64  0.364
H 2.17 2.77 0.11  0.325
H -1.53 -0.23 2.55  0.136
H -2.71 1.21 2.64  0.291
H -2.47 -0.87 0.51  0.261
H -1.39 0.48 -0.25  0.295
H 0.42 3.45 2.16  0.374
C -8.09 -0.45 -3.06  -1.149
C -7.37 -1.43 -2.13  -0.033
C -6.91 -2.70 -2.84  -0.386
C -8.11 -3.43 -3.41  0.223
N -9.11 -4.04 -3.89  -0.500
H -9.01 -0.89 -3.47  0.401
H -8.38 0.45 -2.52  0.207
H -7.44 -0.16 -3.90  0.301
H -8.04 -1.68 -1.30  0.307
H -6.50 -0.92 -1.70  -0.003
H -6.39 -3.36 -2.14  0.318
H -6.22 -2.46 -3.65  0.301
C -8.35 5.35 -0.94  -1.157
C -8.16 4.12 -0.06  -0.554
C -7.03 3.21 -0.54  -0.049
C -7.33 2.71 -1.94  0.295
N -7.58 2.30 -3.11  -0.638
H -8.62 5.08 -1.97  0.341
H -9.15 5.98 -0.55  0.340
H -7.43 5.94 -0.98  0.301
H -9.11 3.56 -0.04  0.303
H -7.96 4.44 0.96  0.356
H -6.93 2.35 0.13  0.186
H -6.08 3.75 -0.54  0.293
C 3.47 -2.34 6.12  -1.137
C 2.09 -1.91 5.61  -0.480
C 1.91 -2.17 4.12  -0.214
C 2.94 -1.38 3.33  0.360
N 3.80 -0.73 2.67  -0.561
H 4.27 -1.78 5.64  0.340
H 3.55 -2.17 7.20  0.348
H 3.64 -3.41 5.93  0.281
H 1.96 -0.85 5.83  0.316
H 1.32 -2.46 6.17  0.333
H 0.90 -1.86 3.81  0.029
H 2.01 -3.23 3.89  0.384
C 5.28 -2.27 -3.99  -1.221
C 5.15 -3.13 -2.74  -0.286
C 3.99 -2.69 -1.84  -0.322
C 4.21 -1.26 -1.38  0.268
N 4.39 -0.07 -0.99  -0.547
H 5.50 -1.22 -3.75  0.322
H 6.10 -2.63 -4.62  0.343
H 4.36 -2.29 -4.58  0.370
H 6.09 -3.08 -2.18  0.087
H 5.00 -4.17 -3.04  0.350
H 3.94 -3.35 -0.96  0.330
H 3.04 -2.76 -2.37  0.333
C 9.16 0.24 -1.24  -1.106
C 9.12 -0.76 -0.09  -0.419
C 9.74 -2.11 -0.46  -0.365
C 8.98 -2.73 -1.62  0.348
N 8.35 -3.24 -2.58  -0.577
H 8.58 -0.10 -2.10  0.303
H 8.73 1.20 -0.93  0.316
H 10.19 0.42 -1.57  0.328
H 8.08 -0.90 0.22  0.283
H 9.65 -0.34 0.76  0.304
H 9.70 -2.79 0.40  0.279
H 10.79 -1.98 -0.75  0.296